(1)
{"formula": "CH3NO4", "method": "ωB97M-V/def2-TZVPD", "total_charge": 0, "orbital_gap_ev": 11.382, "fmax_ev_per_a": 2.675, "mol_weight_g_mol": 93.0, "total_energy_ha": -395.5074, "lumo_ev": 0.4, "homo_energy_ev": -10.97, "species": ["O", "N", "O", "C", "O", "O", "H", "H", "H"], "positions_angstrom": [[2.609, 1.058, 0.476], [2.007, 0.126, 0.076], [2.440, -0.808, -0.541], [0.402, 0.164, 0.206], [-0.009, -1.162, 0.116], [-0.175, 1.092, -0.575], [0.165, 0.612, 1.167], [0.151, -1.527, -0.763], [-0.001, 1.173, -1.537]], "lowdin_charge": [0.113, -0.357, 0.083, -0.380, 0.051, 0.072, 0.166, 0.109, 0.143]}

(2)
{"formula": "CH3NO4", "method": "ωB97M-V/def2-TZVPD", "total_charge": 0, "orbital_gap_ev": [8.637, 7.914], "fmax_ev_per_a": 4.870, "mol_weight_g_mol": 93.0, "total_energy_ha": -395.2970, "lumo_ev": [-2.2, -3.2], "homo_energy_ev": [-10.79, -11.16], "species": ["C", "N", "O", "O", "O", "O", "H", "H", "H"], "positions_angstrom": [[1.688, -0.001, 0.119], [-2.124, 0.050, -0.035], [-2.282, 0.417, 1.104], [-2.922, -0.234, -0.862], [0.821, 0.543, 0.867], [-0.812, -0.042, -0.382], [2.437, -0.818, 0.545], [2.136, 0.691, -0.687], [1.058, -0.607, -0.670]], "lowdin_charge": [-0.288, -0.508, 0.140, 0.157, 0.000, 0.110, 0.130, 0.123, 0.136]}

(3)
{"formula": "CH3NO4", "method": "ωB97M-V/def2-TZVPD", "total_charge": 0, "multiplicity": 3, "orbital_gap_ev": [7.504, 7.932], "fmax_ev_per_a": 5.291, "mol_weight_g_mol": 93.0, "total_energy_ha": -395.2372, "s_squared": 2.01, "lumo_ev": [0.2, -2.9], "homo_energy_ev": [-7.32, -10.85], "species": ["C", "N", "O", "O", "O", "O", "H", "H", "H"], "positions_angstrom": [[1.747, -0.180, -0.120], [-2.002, -0.131, 0.061], [-2.615, -1.106, 0.036], [-2.388, 0.945, -0.062], [1.563, -1.384, -0.142], [-0.447, -0.035, 0.103], [2.154, 0.446, 0.718], [0.059, 1.067, 0.414], [1.928, 0.379, -1.008]], "mulliken_spin": [0.668, 0.095, 0.038, 0.002, 0.972, 0.023, 0.110, -0.001, 0.093]}

(4)
{"formula": "CH3NO4P", "method": "ωB97M-V/def2-TZVPD", "total_charge": -1, "orbital_gap_ev": 7.013, "fmax_ev_per_a": 3.840, "mol_weight_g_mol": 124.0, "total_energy_ha": -737.0968, "lumo_ev": 3.7, "homo_energy_ev": -3.27, "species": ["C", "N", "O", "O", "O", "O", "P", "H", "H", "H"], "positions_angstrom": [[1.917, -0.274, -0.075], [-1.357, -0.539, 0.586], [1.664, -1.347, 0.286], [2.637, 0.505, -0.511], [-0.240, 0.520, -1.397], [-1.288, 2.209, 0.121], [-0.406, 1.002, 0.210], [-0.526, -1.199, 0.906], [-2.042, -0.461, 1.288], [-0.359, -0.415, -1.413]], "lowdin_charge": [-0.651, -0.203, 0.103, 0.135, -0.320, -0.523, 0.499, 0.025, -0.049, -0.015]}

(5)
{"formula": "CH3NOP2S", "method": "ωB97M-V/def2-TZVPD", "total_charge": 0, "orbital_gap_ev": 7.502, "fmax_ev_per_a": 1.059, "mol_weight_g_mol": 139.1, "total_energy_ha": -1250.7543, "lumo_ev": -1.3, "homo_energy_ev": -8.82, "species": ["C", "N", "P", "O", "H", "H", "P", "S", "H"], "positions_angstrom": [[0.761, 1.125, -0.420], [-0.484, 1.290, -0.321], [-2.013, 0.925, 0.017], [-2.072, -0.544, 0.211], [1.240, 1.147, -1.395], [1.411, 1.237, 0.444], [-0.067, -2.291, 0.419], [1.317, -1.341, -0.575], [-0.093, -1.548, 1.620]], "lowdin_charge": [-0.291, -0.284, 0.711, -0.635, 0.056, 0.070, 0.413, 0.136, -0.176]}

(6)
{"formula": "CH3NOS", "method": "ωB97M-V/def2-TZVPD", "total_charge": 0, "orbital_gap_ev": 10.276, "fmax_ev_per_a": 2.777, "mol_weight_g_mol": 77.1, "total_energy_ha": -568.0925, "lumo_ev": 0.7, "homo_energy_ev": -9.62, "species": ["O", "C", "S", "N", "H", "H", "H"], "positions_angstrom": [[-1.203, -1.383, 0.470], [-1.647, -0.381, 0.096], [-2.204, 1.076, -0.208], [1.117, 0.143, -0.134], [1.357, -0.505, 0.622], [0.736, 1.058, 0.026], [1.844, -0.008, -0.871]], "lowdin_charge": [0.090, -0.862, 0.726, -0.002, 0.024, -0.015, 0.039]}

(7)
{"formula": "CH3NOS2", "method": "ωB97M-V/def2-TZVPD", "total_charge": 0, "orbital_gap_ev": [9.251, 7.409], "fmax_ev_per_a": 1.743, "mol_weight_g_mol": 109.2, "total_energy_ha": -966.0921, "lumo_ev": [-0.3, -1.6], "homo_energy_ev": [-9.52, -8.98], "species": ["C", "N", "O", "S", "S", "H", "H", "H"], "positions_angstrom": [[-0.261, 0.515, -1.538], [0.682, 0.401, 0.986], [0.886, -1.894, 2.262], [-0.759, 0.478, 1.852], [0.191, -1.206, 1.197], [-0.725, 1.154, -0.758], [0.371, 1.131, -2.213], [-0.386, -0.578, -1.788]], "lowdin_charge": [0.037, -0.632, -0.525, 0.587, 0.561, -0.044, 0.000, 0.015]}

(8)
{"formula": "CH3NOS2", "method": "ωB97M-V/def2-TZVPD", "total_charge": 0, "orbital_gap_ev": [8.456, 7.136], "fmax_ev_per_a": 5.271, "mol_weight_g_mol": 109.2, "total_energy_ha": -966.1442, "lumo_ev": [-0.4, -1.0], "homo_energy_ev": [-8.85, -8.09], "species": ["C", "N", "O", "S", "S", "H", "H", "H"], "positions_angstrom": [[1.392, 0.901, 0.047], [-0.739, -0.571, -0.020], [-3.137, -1.683, 0.861], [0.352, -0.177, -1.051], [-2.399, -1.543, -0.350], [0.658, 1.319, 0.636], [1.849, 1.505, -0.601], [2.025, 0.251, 0.478]], "lowdin_charge": [-0.270, -0.706, -0.582, 0.750, 0.815, 0.013, -0.015, -0.005]}

It is found that the ΔE to the lowest compared entry with this formula, charge and spin values, taken in the order of the records, are 116.8 669.1 227.7 89.9 171.5 21.8 411.5 274.6 kJ/mol.